# 1
DFT (ωB97M-V with the def2-TZVPD basis set) results for an isolated molecule of C6H11N3O3.

ORCA input file:
```
! RIJCOSX wB97M-V def2-TZVPD def2/J DEFGRID3
* xyz 0 1
C -1.7248 -0.9623 -1.1119
C -1.6915 -0.8225 0.2241
C 0.3139 -0.1350 -0.4856
C 0.0195 -0.4746 -2.9112
C 2.3262 0.6324 0.5073
C -0.3978 0.1172 2.0721
N 1.4926 0.3959 -0.5925
N -0.4440 -0.5188 -1.5910
N -0.5465 -0.2678 0.6933
O -2.6839 -1.1564 1.1472
O 2.0430 1.7450 1.4452
O -0.4319 1.5528 2.1900
H -2.4578 -1.4704 -1.6699
H -0.1434 -1.4773 -3.3729
H -0.5722 0.1964 -3.4075
H 0.9906 -0.1484 -2.7128
H 3.2642 1.0047 0.0182
H 2.3658 -0.2625 1.1450
H 0.5927 -0.1699 2.3639
H -1.2642 -0.3090 2.6976
H -3.4498 -1.5751 0.6146
H 1.8675 2.3224 0.6985
H 0.5317 1.7832 2.0383
*
```

Gap between HOMO and LUMO = 0.291 hartree
Lowest unoccupied orbital energy = 0.5 eV
Relative energy (zero: lowest compared OMol25 entry of this formula, charge and spin) = 3.124 eV
Structure (SMILES) = Cn1cc(O)n(CO)/c1=N\CO

---

# 2
DFT (ωB97M-V with the def2-TZVPD basis set) results for the ion C7H9N2S with charge +1.

ORCA input file:
```
! RIJCOSX wB97M-V def2-TZVPD def2/J DEFGRID3
* xyz 1 1
C 0.5740 1.4395 -2.3291
C 0.6628 0.2448 -1.6407
C -1.0674 0.2975 0.2270
C -1.7988 -0.7970 -0.2800
C 1.1270 1.4368 0.4142
C -0.9923 -1.9858 -0.7335
C -0.3074 1.0860 0.9322
N 0.6010 2.4920 -2.8339
N 1.7093 0.5401 -0.5587
S 0.1901 -1.3069 -2.0707
H -2.4770 -1.0715 0.5474
H -2.4281 -0.5251 -1.2284
H 1.2042 2.3524 0.0741
H 1.8722 1.3384 1.3872
H -0.4352 -2.4486 0.1069
H -1.6262 -2.7046 -1.0229
H -0.6132 1.5694 1.8449
H 2.4872 1.1681 -0.9184
H 2.1949 -0.3319 -0.1605
*
```

Gap between HOMO and LUMO (spin up / spin down) = 0.264 / 0.264 hartree
Lowest unoccupied orbital energy (spin up / spin down) = -5.4 / -5.4 eV
Relative energy (zero: lowest compared OMol25 entry of this formula, charge and spin) = 5.627 eV

---

# 3
DFT (ωB97M-V with the def2-TZVPD basis set) results for a structure of composition CH12BF4FeO5.

ORCA input file:
```
! RIJCOSX wB97M-V def2-TZVPD def2/J DEFGRID3
* xyz 1 5
Fe -0.1504 0.2130 -0.4647
B -1.6493 0.5654 2.2456
F -2.4502 1.6979 2.1639
F -2.1113 -0.3367 3.1956
F -1.6558 -0.0925 0.9738
F -0.3149 0.9255 2.5230
C 1.8546 -2.0252 0.4387
O 0.9740 -0.9885 0.8657
H 2.9076 -1.7716 0.5847
H 1.6753 -2.9936 0.8986
H 1.7276 -2.1219 -0.6398
H 1.0216 -0.9098 1.8302
O 0.7151 1.9338 0.3886
H 0.6067 2.1031 1.3465
H 1.2141 2.6803 0.0300
O -1.1013 -1.3595 -1.3778
H -0.8435 -1.7850 -2.2089
H -1.9747 -1.7231 -1.1526
O -1.4320 1.5053 -1.4976
H -1.8059 2.3578 -1.2202
H -1.9530 1.2332 -2.2666
O 1.3565 0.2347 -1.9039
H 1.0902 0.6264 -2.7512
H 2.2990 0.0311 -2.0017
*
```

Gap between HOMO and LUMO (spin up / spin down) = 0.396 / 0.344 hartree
Lowest unoccupied orbital energy (spin up / spin down) = -4.0 / -4.0 eV
Relative energy (zero: lowest compared OMol25 entry of this formula, charge and spin) = 0.000 eV

---

# 4
DFT (ωB97M-V with the def2-TZVPD basis set) results for a cluster of 2 separate species, C5H16N2O in total.

ORCA input file:
```
! RIJCOSX wB97M-V def2-TZVPD def2/J DEFGRID3
* xyz -1 2
C -0.9537 -0.2012 -2.8020
C -0.7884 0.9449 -1.7902
N -0.2621 0.5526 -0.5123
C -0.2768 1.6889 0.4623
C 0.3935 1.2329 1.7350
N -0.2114 0.0725 2.4256
C 0.2818 -1.1888 1.9318
H -1.1043 0.2065 -3.7988
H -0.0860 -0.8685 -2.7402
H -1.8164 -0.8382 -2.6097
H -0.1669 1.7162 -2.2511
H -1.8054 1.3917 -1.8157
H -0.9438 -0.0887 -0.0936
H 0.3012 2.4863 -0.0065
H -1.3295 1.9623 0.5930
H 0.5321 2.0210 2.4781
H 1.4172 0.9344 1.4884
H -1.2093 0.2240 2.3517
H 1.3532 -1.2202 2.1546
H 0.0749 -1.3942 0.8852
H -0.0499 -2.0522 2.5170
H 1.0436 -1.9030 -0.5073
H 2.4422 -2.4033 -0.6756
O 1.5698 -2.4350 -1.1105
*
```

Gap between HOMO and LUMO (spin up / spin down) = 0.095 / 0.340 hartree
Lowest unoccupied orbital energy (spin up / spin down) = 3.9 / 4.0 eV
Relative energy (zero: lowest compared OMol25 entry of this formula, charge and spin) = 0.861 eV